The following is a quantum chemistry calculation of a molecular structure, C44H50Cl2N10O4S2SbSe4Y at a distorted geometry, from the OMol25 dataset.

Its relative energy (zero: lowest compared OMol25 entry of this formula, charge and spin) is 2.8244 eV. The LUMO energy comes out at 3.250 eV. The calculation puts the electronic energy at -14156.4848 hartree. The HOMO energy comes out at -2.0 eV. Its multiplicity is 1. As for the HOMO-LUMO gap: 5.212 eV. As for the charge: -2.

Structure (XYZ):
```
118
C44H50Cl2N10O4S2SbSe4Y, DFT ωB97M-V/def2-TZVPD
Y 0.64 0.94 -1.50
C 2.38 -3.56 -0.66
O 2.34 -3.46 -2.11
C 1.73 -2.29 -2.34
N 1.15 -1.69 -1.39
C 1.27 -2.59 -0.22
C 1.28 -1.84 1.11
C 2.31 -0.74 1.41
C 2.43 -0.41 2.87
C 2.01 -1.22 3.84
C 1.39 -2.51 3.51
C 1.12 -2.80 2.23
C 1.86 -1.72 -3.70
C 2.84 -2.19 -4.56
C 3.16 -1.41 -5.66
C 2.52 -0.21 -5.85
C 1.53 0.16 -4.94
N 1.18 -0.58 -3.89
C 1.08 1.57 -4.92
N 0.90 2.25 -3.87
C 0.80 3.67 -4.28
C 0.86 3.59 -5.81
O 1.05 2.19 -6.12
C 1.91 4.51 -3.66
C 2.35 4.29 -2.35
C 3.42 4.98 -1.83
C 4.06 5.96 -2.58
C 3.58 6.26 -3.85
C 2.52 5.54 -4.38
H 3.39 -3.30 -0.33
H 2.14 -4.59 -0.41
H 0.33 -3.16 -0.16
H 1.96 0.17 0.92
H 2.92 0.53 3.09
H 2.13 -0.93 4.87
H 1.14 -3.20 4.30
H 0.64 -3.75 2.01
H 3.39 -3.07 -4.31
H 3.99 -1.69 -6.30
H 2.82 0.49 -6.62
H -0.16 4.05 -3.93
H 1.70 4.12 -6.24
H -0.07 3.90 -6.29
H 1.83 3.58 -1.73
H 3.78 4.73 -0.84
H 4.92 6.48 -2.19
H 4.05 7.04 -4.44
H 2.18 5.79 -5.38
N -1.22 -1.58 0.96
C -0.12 -0.94 0.87
H -1.12 -2.54 1.31
Se 5.53 -2.21 -2.22
Sb 5.40 0.28 -2.37
Se 2.97 0.92 -1.86
Se 5.70 1.20 -4.61
Se 6.76 1.29 -0.57
O -0.94 2.57 1.84
S 0.39 2.96 1.33
N 1.09 2.18 0.32
C -6.67 -1.08 -0.54
C -5.82 -1.30 0.71
C -4.83 -2.44 0.46
C -6.76 -1.72 1.84
C -5.09 0.02 1.12
O -6.09 0.94 1.62
C -3.99 -0.24 2.16
C -3.53 0.97 2.98
C -4.44 1.31 4.13
C -5.03 2.57 4.24
C -5.87 2.90 5.30
C -6.12 1.95 6.27
Cl -7.18 2.34 7.61
C -5.55 0.69 6.20
C -4.72 0.38 5.13
C -4.54 0.87 -0.04
N -3.45 0.32 -0.82
C -2.17 0.63 -0.69
N -1.49 0.09 -1.70
C -2.43 -0.55 -2.41
N -3.65 -0.43 -1.93
H -7.32 -1.95 -0.70
H -6.06 -0.96 -1.43
H -7.31 -0.21 -0.43
H -5.39 -3.32 0.13
H -4.29 -2.72 1.36
H -4.10 -2.20 -0.30
H -7.22 -2.68 1.59
H -7.56 -0.99 1.99
H -6.24 -1.85 2.79
H -6.16 0.84 2.57
H -3.12 -0.65 1.63
H -4.32 -1.03 2.84
H -3.39 1.85 2.35
H -2.54 0.75 3.37
H -4.83 3.31 3.47
H -6.32 3.88 5.37
H -5.76 -0.04 6.97
H -4.27 -0.60 5.08
H -4.17 1.80 0.38
H -5.33 1.13 -0.74
H -1.78 1.22 0.12
H -2.22 -1.10 -3.31
S 3.96 -0.67 0.67
C 4.87 -1.83 1.53
N 6.17 -1.71 1.35
C 7.15 -2.72 1.73
C 6.44 -4.04 1.98
C 5.24 -3.80 2.88
N 4.36 -2.86 2.23
H 6.48 -0.91 0.76
H 7.68 -2.39 2.63
H 7.86 -2.80 0.91
H 7.13 -4.76 2.43
H 6.09 -4.44 1.03
H 5.56 -3.42 3.86
H 4.68 -4.73 3.05
H 3.37 -2.83 2.45
Cl -1.09 3.22 -1.72
```

Mulliken population analysis, charges in e, atoms 1 to 8:
1 Y -1.25
2 C 0.17
3 O -0.47
4 C 0.22
5 N 0.58
6 C -1.78
7 C 4.32
8 C 0.81

---

The following is a quantum chemistry calculation of 2 unconnected molecules or ions with the total composition C11H24N2O4S, from the OMol25 dataset.

Its relative energy (zero: lowest compared OMol25 entry of this formula, charge and spin) is 0.0000 eV. The LUMO energy comes out at 0.471 eV. The SMILES is CC[C@H](C)[C@H](N)C(=O)O.CSCC[C@H](N)C(=O)O. The calculation puts the electronic energy at -1242.2409 hartree. The HOMO energy comes out at -8.8 eV. Its multiplicity is 1. As for the HOMO-LUMO gap: 9.313 eV.

Structure (XYZ):
```
42
C11H24N2O4S, DFT ωB97M-V/def2-TZVPD
C 2.88 -3.64 1.71
C 2.64 -2.40 2.57
C 1.16 -1.98 2.65
C 0.58 -1.65 1.27
C 0.95 -0.83 3.66
N -0.44 -0.80 4.09
C 1.50 0.48 3.08
O 2.68 0.71 2.95
O 0.58 1.38 2.68
H 2.67 -3.44 0.65
H 2.25 -4.48 2.03
H 3.92 -3.96 1.78
H 3.23 -1.56 2.20
H 3.00 -2.60 3.59
H 0.60 -2.83 3.07
H 1.18 -0.88 0.77
H 0.57 -2.53 0.63
H -0.45 -1.29 1.33
H 1.57 -1.04 4.54
H -0.68 -0.07 4.75
H -1.13 -0.89 3.36
H -0.29 1.02 2.90
C 0.41 2.21 -0.31
S 0.81 2.27 -2.07
C -0.80 2.72 -2.76
C -1.93 1.72 -2.50
C -1.61 0.28 -2.91
N -1.27 0.09 -4.32
C -2.76 -0.66 -2.52
O -3.39 -0.52 -1.50
O -2.96 -1.65 -3.39
H -0.03 3.15 0.02
H 1.34 2.06 0.23
H -0.27 1.39 -0.07
H -1.09 3.71 -2.39
H -0.62 2.82 -3.84
H -2.82 2.06 -3.05
H -2.22 1.71 -1.45
H -0.74 -0.06 -2.33
H -1.78 0.73 -4.92
H -0.28 0.24 -4.49
H -2.33 -1.49 -4.12
```

Mulliken population analysis, charges in e, atoms 1 to 8:
1 C -1.33
2 C -0.51
3 C 0.39
4 C -1.68
5 C 0.29
6 N -0.81
7 C 0.11
8 O -0.57

---

The following is a quantum chemistry calculation of 2 unconnected molecules or ions with the total composition C3H5NO at a distorted geometry, from the OMol25 dataset.

Its relative energy (zero: lowest compared OMol25 entry of this formula, charge and spin) is 4.9672 eV. The LUMO energy comes out at 0.972 eV. The SMILES is C=NO.C#C. The calculation puts the electronic energy at -247.1247 hartree. The HOMO energy comes out at -9.5 eV. Its multiplicity is 1. As for the HOMO-LUMO gap: 10.449 eV.

Structure (XYZ):
```
10
C3H5NO, DFT ωB97M-V/def2-TZVPD
C 1.30 -0.30 0.95
N 0.62 0.41 0.17
O 1.33 0.87 -0.98
H 2.37 -0.43 0.65
H 0.85 -0.62 1.88
H 0.69 1.15 -1.72
C -2.20 -0.59 0.35
C -2.12 0.52 -0.11
H -2.38 -1.61 0.38
H -2.19 1.61 -0.28
```

Mulliken population analysis, charges in e, atoms 1 to 8:
1 C -0.40
2 N -0.09
3 O -0.43
4 H 0.28
5 H 0.29
6 H 0.33
7 C -0.36
8 C -0.37

---

The following is a quantum chemistry calculation of 2 unconnected molecules or ions with the total composition C4H6FNO at a distorted geometry, from the OMol25 dataset.

As for the expectation value of S²: 2.018. Its relative energy (zero: lowest compared OMol25 entry of this formula, charge and spin) is 1.7762 eV. The LUMO energy (alpha / beta) comes out at 0.876 / -3.492 eV. The calculation puts the electronic energy at -385.6335 hartree. The HOMO energy (alpha / beta) comes out at -6.7 / -9.6 eV. Its multiplicity is 3. As for the HOMO-LUMO gap (alpha / beta): 7.534 / 6.096 eV.

Structure (XYZ):
```
13
C4H6FNO, DFT ωB97M-V/def2-TZVPD
C -1.91 0.36 -0.01
C 1.50 -0.18 1.79
C -0.35 0.33 -1.78
C 1.22 -0.51 0.52
N -0.77 0.77 -0.71
O -2.20 0.12 1.13
F 2.17 -0.42 -0.42
H -2.72 0.42 -0.84
H 2.36 0.29 2.23
H 0.72 -0.43 2.48
H -0.40 -0.71 -2.13
H 0.14 0.96 -2.46
H 0.25 -1.00 0.20
```

Mulliken population analysis, charges in e, atoms 1 to 8:
1 C 0.02
2 C -0.75
3 C -0.62
4 C 0.26
5 N -0.10
6 O -0.36
7 F -0.26
8 H 0.34

---

The following is a quantum chemistry calculation of 11 unconnected molecules or ions with the total composition H24NO10 at a distorted geometry, from the OMol25 dataset.

Its relative energy (zero: lowest compared OMol25 entry of this formula, charge and spin) is 4.2431 eV. The LUMO energy comes out at -3.370 eV. The calculation puts the electronic energy at -821.2207 hartree. The HOMO energy comes out at -13.5 eV. Its multiplicity is 1. As for the HOMO-LUMO gap: 10.084 eV. As for the charge: +1.

Structure (XYZ):
```
35
H24NO10, DFT ωB97M-V/def2-TZVPD
N 3.26 11.51 43.59
H 2.33 11.62 43.86
H 3.95 11.18 44.26
H 3.64 12.50 43.60
H 3.43 11.11 42.56
O -0.25 12.21 43.09
H 0.24 11.52 42.93
H -0.29 12.73 42.34
O 4.56 13.30 40.98
H 5.26 12.73 41.43
H 4.68 14.25 41.34
O 2.83 9.39 40.22
H 3.71 8.96 40.07
H 2.46 9.85 39.34
O 1.56 10.99 46.19
H 1.78 10.54 47.02
H 0.86 11.55 46.12
O 5.14 9.74 46.22
H 4.86 10.56 46.45
H 6.02 9.63 46.02
O 2.52 8.63 44.06
H 1.89 8.24 44.59
H 3.07 7.89 44.13
O 0.88 10.04 42.35
H 1.41 9.83 41.44
H 1.16 9.36 42.90
O 4.66 12.39 46.48
H 5.29 13.04 46.27
H 4.69 12.53 47.36
O 3.04 14.86 43.79
H 3.79 15.13 44.20
H 2.59 15.67 43.47
O 5.84 9.66 42.48
H 6.24 9.05 43.03
H 6.06 10.49 42.90
```

Mulliken population analysis, charges in e, atoms 1 to 8:
1 N -0.01
2 H 0.15
3 H 0.13
4 H 0.37
5 H 0.33
6 O -0.56
7 H 0.33
8 H 0.28

---

The following is a quantum chemistry calculation of a molecular structure, C12H25N5O6Zn at a distorted geometry, from the OMol25 dataset.

Its relative energy (zero: lowest compared OMol25 entry of this formula, charge and spin) is 4.1217 eV. The LUMO energy (alpha / beta) comes out at -0.958 / -2.843 eV. The calculation puts the electronic energy at -2976.3991 hartree. The HOMO energy (alpha / beta) comes out at -8.1 / -7.7 eV. Its multiplicity is 1. As for the HOMO-LUMO gap (alpha / beta): 7.192 / 4.880 eV.

Structure (XYZ):
```
49
C12H25N5O6Zn, DFT ωB97M-V/def2-TZVPD
O 0.69 -0.36 -3.57
H 0.55 0.60 -3.65
Zn -0.53 -0.11 -1.70
N 0.02 1.45 0.24
N 1.72 0.53 -1.45
N -1.28 -1.18 0.14
N 0.34 -2.04 -1.53
O -0.47 1.51 1.43
O -1.72 -0.70 1.30
O 1.38 -2.40 -2.26
O 2.61 -0.14 -2.03
C 2.04 1.74 -0.92
C 1.12 2.23 0.04
C -1.30 -2.51 0.01
C -0.39 -3.01 -0.99
C 1.44 3.47 0.80
H 2.37 3.35 1.37
H 0.63 3.71 1.49
H 1.59 4.32 0.12
C 3.35 2.40 -1.20
H 3.94 1.80 -1.90
H 3.93 2.55 -0.28
H 3.19 3.40 -1.63
C -2.04 -3.42 0.93
C -0.22 -4.47 -1.31
H -2.47 -2.83 1.74
H -1.39 -4.20 1.35
H -2.86 -3.94 0.40
H 0.57 -4.58 -2.08
H -1.17 -4.87 -1.69
H 0.05 -5.02 -0.40
H -1.20 0.20 1.36
H 1.89 -1.49 -2.32
C -2.18 0.79 -1.97
H -2.01 1.88 -2.13
H -3.14 0.49 -1.57
H -1.90 0.30 -2.96
O -2.51 3.48 1.22
H -3.45 3.23 1.17
H -2.01 2.65 1.32
C 2.96 -0.32 4.36
C 2.98 -1.35 3.23
C 2.18 -0.98 2.06
N 1.53 -0.74 1.13
H 3.32 0.65 4.01
H 3.59 -0.64 5.19
H 1.94 -0.20 4.74
H 4.01 -1.51 2.88
H 2.60 -2.31 3.59
```

Mulliken population analysis, charges in e, atoms 1 to 8:
1 O -0.67
2 H 0.21
3 Zn 0.30
4 N 0.76
5 N 1.05
6 N 0.57
7 N 0.75
8 O -0.97